{
  "formula": "CH3ClOSi",
  "method": "the ωB97M-V functional and the def2-TZVPD basis",
  "energy_ev": -23532.949,
  "charge": 0,
  "homo_lumo_gap_ev": 11.29,
  "e_above_lowest_kj_mol": 44.7,
  "lumo_energy_ev": 0.748,
  "elements": ["C", "O", "Si", "Cl", "H", "H", "H"],
  "positions_angstrom": [[1.3593, 1.8878, 1.4655], [1.2313, 2.6874, 2.2339], [-0.3101, -0.9999, -0.8761], [-2.0505, -0.0036, -0.4230], [-0.6382, -2.4432, -0.6816], [0.1908, -0.3787, 0.4138], [0.2174, -0.7499, -2.1326]],
  "lowdin_charge": [-0.024, 0.045, 0.219, 0.120, -0.097, -0.132, -0.132]
}